Here is a cluster of 10 separate species, C16H54N18O10 in total from the Open Molecules 2025 dataset. Energies are from ωB97M-V/def2-TZVPD.

Geometry (Å):
C -18.323 -18.298 -6.982
O -17.000 -17.561 -6.915
C -16.807 -16.597 -7.951
C -16.559 -17.235 -9.314
C -15.424 -18.301 -9.461
N -16.452 -16.184 -10.344
H -18.390 -18.785 -7.955
H -19.216 -17.676 -7.040
H -18.379 -18.923 -6.091
H -17.675 -15.946 -8.052
H -15.970 -15.970 -7.643
H -17.389 -17.881 -9.600
H -15.374 -19.115 -8.738
H -14.459 -17.797 -9.408
H -15.626 -18.870 -10.369
H -15.612 -15.627 -10.282
H -17.264 -15.624 -10.129
C -21.430 -20.053 -15.454
O -21.514 -19.372 -14.195
C -22.349 -18.213 -14.197
C -22.151 -17.451 -12.894
C -23.252 -16.492 -12.710
N -20.965 -16.566 -12.986
H -20.494 -19.762 -15.931
H -22.049 -19.683 -16.272
H -21.464 -21.132 -15.297
H -22.145 -17.608 -15.080
H -23.373 -18.583 -14.244
H -22.046 -18.059 -11.996
H -23.571 -15.897 -13.565
H -23.101 -15.724 -11.950
H -24.106 -17.092 -12.398
H -20.563 -16.383 -12.078
H -20.261 -17.220 -13.298
N -13.326 -20.142 -16.380
C -14.529 -20.029 -16.009
N -14.848 -20.393 -14.792
O -15.460 -19.804 -16.762
H -12.558 -20.256 -15.734
H -13.394 -19.973 -17.373
H -14.180 -20.860 -14.194
H -15.835 -20.483 -14.597
N -17.829 -18.638 -14.648
C -17.778 -18.268 -13.353
N -16.626 -17.786 -13.051
O -18.807 -18.386 -12.729
H -17.007 -18.647 -15.235
H -18.667 -19.139 -14.905
H -16.545 -17.231 -12.210
H -15.931 -17.705 -13.779
N -16.900 -22.634 -16.551
C -18.012 -22.707 -15.839
N -18.264 -23.850 -15.431
O -18.691 -21.716 -15.577
H -16.630 -21.661 -16.548
H -16.820 -23.445 -17.148
H -19.092 -23.889 -14.854
H -17.540 -24.554 -15.456
N -21.839 -21.300 -11.807
C -20.600 -21.781 -11.680
N -19.659 -21.286 -12.438
O -20.306 -22.611 -10.819
H -22.112 -20.599 -12.481
H -22.522 -21.699 -11.179
H -18.701 -21.592 -12.343
H -19.801 -20.635 -13.197
N -18.834 -19.905 -17.788
C -18.186 -19.985 -18.907
N -17.993 -18.825 -19.489
O -17.826 -21.035 -19.421
H -19.245 -19.049 -17.441
H -18.806 -20.741 -17.222
H -18.234 -17.963 -19.020
H -17.634 -18.834 -20.433
N -21.344 -17.026 -8.796
C -20.634 -16.938 -9.892
N -20.120 -18.170 -10.150
O -20.423 -15.914 -10.398
H -21.552 -17.861 -8.267
H -21.818 -16.185 -8.500
H -19.766 -18.334 -11.082
H -20.301 -18.997 -9.600
N -16.672 -16.713 -17.462
C -16.243 -15.791 -18.223
N -16.424 -14.652 -17.613
O -15.715 -15.987 -19.325
H -16.953 -16.369 -16.555
H -16.373 -17.664 -17.626
H -16.183 -13.734 -17.960
H -16.647 -14.605 -16.629
N -11.732 -18.093 -12.040
C -12.071 -17.496 -13.170
N -13.217 -16.846 -13.045
O -11.460 -17.490 -14.237
H -12.266 -18.259 -11.198
H -10.823 -18.524 -12.120
H -13.353 -16.168 -13.781
H -13.587 -16.629 -12.131

Its highest occupied orbital energy is -8.63 eV. The value obtained for the energy above the lowest of the compared OMol25 structures with the same formula, charge and spin is 140.1 kcal per mole. The total energy comes out at -2380.1874 a.u. As for the max |F|: 0.1471 Eh/bohr. The calculation puts the orbital gap at 0.3157 Ha.

Here is a structure of composition C4H16KO9 from the Open Molecules 2025 dataset. Energies are from ωB97M-V/def2-TZVPD.

Geometry (Å):
K -6.315 -11.887 -13.535
C -6.684 -15.659 -15.107
C -5.866 -15.747 -13.846
O -5.710 -14.665 -13.279
O -5.410 -16.832 -13.405
H -6.142 -15.293 -15.978
H -7.600 -15.071 -15.045
H -7.037 -16.648 -15.402
C -6.240 -10.938 -8.967
C -5.790 -11.502 -10.304
O -6.134 -12.685 -10.488
O -5.243 -10.774 -11.111
H -6.576 -9.920 -9.164
H -5.384 -10.993 -8.294
H -7.036 -11.417 -8.398
O -3.327 -12.017 -13.658
H -2.920 -11.200 -13.945
H -3.127 -12.642 -14.355
O -8.004 -9.464 -13.466
H -8.865 -9.555 -13.057
H -7.938 -8.534 -13.681
O -5.627 -12.041 -16.301
H -6.055 -12.551 -16.988
H -4.750 -12.419 -16.233
O -5.278 -9.471 -15.306
H -5.312 -10.285 -15.807
H -4.348 -9.342 -15.120
O -8.800 -13.411 -13.338
H -9.447 -12.753 -13.083
H -9.269 -14.244 -13.280

Its highest occupied orbital energy (alpha / beta) is -8.51 / -6.65 eV. The expectation value of S² is 0.76. The total energy comes out at -1439.0664 a.u. The multiplicity is 2. As for the max |F|: 0.0407 Eh/bohr. The calculation puts the orbital gap (alpha / beta) at 0.2910 / 0.1090 Ha.

Here is the ion CH3FO4PS with charge -1 from the Open Molecules 2025 dataset. Energies are from ωB97M-V/def2-TZVPD.

Geometry (Å):
C -0.030 0.048 -0.297
O 1.130 -0.205 -0.982
S 2.611 -1.113 -0.245
O 1.961 -1.707 0.943
F 4.332 -1.484 0.113
P 2.785 1.169 0.118
O 2.085 1.997 1.147
O 3.380 1.980 -0.990
H -0.107 1.092 0.297
H 0.067 -0.791 0.600
H -1.002 -0.173 -0.787

Its highest occupied orbital energy is -5.34 eV. The value obtained for the energy above the lowest of the compared OMol25 structures with the same formula, charge and spin is 69.9 kcal per mole. Its net charge is -1. The total energy comes out at -1180.3086 a.u. As for the max |F|: 0.0981 Eh/bohr. The calculation puts the orbital gap at 0.3099 Ha.

Here is a structure of composition C36H41ClN2O10 from the Open Molecules 2025 dataset. Energies are from ωB97M-V/def2-TZVPD.

Geometry (Å):
C -15.533 -0.024 -33.912
C -15.762 -0.705 -35.238
N -17.011 -1.606 -35.157
C -18.303 -1.007 -35.282
C -19.211 -1.995 -34.791
N -18.475 -3.200 -34.565
C -17.093 -2.868 -34.802
C -18.932 -4.523 -34.044
H -15.438 -0.692 -33.094
H -16.323 0.693 -33.736
H -14.571 0.483 -33.848
H -15.064 -1.337 -35.407
H -15.732 -0.116 -36.131
H -18.414 -0.057 -35.481
H -20.312 -1.978 -34.829
H -16.090 -3.573 -34.760
H -18.752 -4.727 -33.026
H -18.396 -5.408 -34.283
H -20.171 -4.506 -34.050
Cl -15.245 -5.981 -34.854
C -14.711 -3.601 -28.584
C -14.799 -4.834 -29.417
C -15.082 -4.747 -30.795
C -15.324 -3.452 -31.389
C -15.147 -2.360 -30.559
C -14.670 -2.365 -29.201
O -14.563 -1.241 -28.566
O -15.264 -5.924 -31.540
H -14.208 -3.769 -27.603
H -14.401 -5.909 -29.078
H -15.598 -3.442 -32.519
H -15.497 -1.498 -30.938
H -14.181 -1.091 -27.579
H -14.965 -6.124 -32.434
C -12.543 -8.943 -36.058
C -11.121 -8.807 -36.513
C -10.157 -9.352 -35.667
C -10.560 -10.008 -34.513
C -11.791 -10.072 -34.010
C -12.855 -9.395 -34.747
O -14.092 -9.372 -34.157
O -8.879 -9.321 -36.129
H -13.497 -8.504 -36.694
H -10.708 -8.211 -37.382
H -9.828 -10.620 -33.520
H -11.846 -10.393 -33.063
H -14.605 -8.688 -34.666
H -8.581 -9.576 -35.254
C -17.784 -3.041 -40.797
C -18.036 -4.146 -39.888
C -17.117 -4.383 -38.831
C -16.345 -3.251 -38.461
C -16.304 -2.104 -39.249
C -16.969 -1.950 -40.453
O -16.943 -0.867 -41.128
O -17.118 -5.531 -38.050
H -18.364 -2.954 -41.695
H -18.880 -4.759 -39.985
H -15.650 -3.326 -37.708
H -15.880 -1.128 -38.922
H -16.030 -0.581 -41.311
H -16.632 -5.636 -37.128
C -12.898 -2.976 -37.763
C -12.321 -2.813 -39.182
C -11.514 -3.896 -39.641
C -10.996 -4.791 -38.577
C -11.502 -4.785 -37.304
C -12.516 -3.992 -36.913
O -12.993 -4.104 -35.652
O -10.672 -3.852 -40.775
H -13.601 -2.106 -37.535
H -12.623 -2.033 -39.797
H -10.238 -5.359 -38.911
H -11.168 -5.676 -36.688
H -13.771 -4.721 -35.683
H -10.701 -4.667 -41.420
C -18.186 -8.219 -35.179
C -19.533 -8.294 -35.957
C -20.712 -8.137 -35.019
C -20.562 -8.015 -33.629
C -19.283 -8.099 -33.048
C -18.037 -8.237 -33.712
O -16.942 -8.355 -32.936
O -21.935 -8.055 -35.496
H -17.225 -8.158 -35.626
H -19.522 -8.298 -37.006
H -21.235 -8.089 -33.099
H -19.386 -8.190 -31.935
H -16.249 -7.701 -33.366
H -22.119 -7.957 -36.417

Its highest occupied orbital energy is -7.60 eV. The value obtained for the energy above the lowest of the compared OMol25 structures with the same formula, charge and spin is 64.6 kcal per mole. The total energy comes out at -2718.0267 a.u. As for the max |F|: 0.3331 Eh/bohr. The calculation puts the orbital gap at 0.2785 Ha.